1) {
  "formula": "C10H9ClN2O",
  "method": "the ωB97M-V functional and the def2-TZVPD basis",
  "species": ["C", "C", "C", "C", "C", "C", "C", "C", "C", "C", "N", "N", "O", "Cl", "H", "H", "H", "H", "H", "H", "H", "H", "H"],
  "coordinates": [[-1.635, -0.055, -0.928], [0.013, -0.314, 1.006], [-2.265, -1.185, -0.639], [-0.704, -1.671, 1.229], [-0.461, 0.421, -0.256], [-1.724, -2.020, 0.412], [1.640, 1.551, -0.118], [2.255, -1.555, 1.317], [0.291, 1.478, -0.656], [-0.093, 2.526, -1.634], [2.212, 0.579, 0.522], [1.518, -0.448, 0.963], [1.781, -2.492, 1.920], [-2.510, -3.565, 0.726], [-1.920, 0.460, -1.730], [-0.107, 0.138, 2.076], [-3.121, -1.390, -1.269], [-0.172, -2.143, 2.022], [2.129, 2.477, -0.457], [3.413, -1.392, 1.064], [0.417, 3.534, -1.421], [-1.152, 2.902, -1.601], [0.194, 2.165, -2.549]],
  "nbo_charge": [-0.17, -0.10, -0.22, -0.20, -0.05, -0.04, -0.01, 0.55, -0.02, -0.65, -0.19, -0.26, -0.58, -0.01, 0.20, 0.21, 0.24, 0.27, 0.20, 0.15, 0.22, 0.23, 0.23],
  "total_charge": 0,
  "smiles": "CC1=C2C=CC(Cl)=C[C@H]2N(C=O)N=C1",
  "e_homo_ev": [-7.99, -7.99]
}


2) {
  "formula": "C10H9ClN2O",
  "method": "the ωB97M-V functional and the def2-TZVPD basis",
  "species": ["C", "C", "C", "C", "C", "C", "C", "C", "C", "C", "N", "N", "O", "Cl", "H", "H", "H", "H", "H", "H", "H", "H", "H"],
  "coordinates": [[1.079, -2.684, 1.555], [-0.207, -2.599, 1.111], [2.073, -1.782, 1.160], [-0.632, -1.627, 0.281], [1.622, -0.759, 0.268], [0.307, -0.667, -0.118], [-3.074, 0.993, 0.829], [0.084, 1.796, -0.668], [-0.046, 0.319, -1.078], [0.303, 2.994, -1.581], [-1.969, 0.790, 0.381], [-1.222, 1.210, -0.719], [-4.024, 0.915, 1.486], [-0.144, -0.303, -2.699], [1.284, -3.468, 2.277], [-0.926, -3.302, 1.513], [3.057, -1.916, 1.477], [-1.653, -1.816, 0.165], [2.369, -0.004, -0.184], [0.709, 1.859, 0.209], [-0.673, 3.260, -2.056], [0.935, 2.897, -2.474], [0.749, 3.894, -1.137]],
  "nbo_charge": [-0.19, -0.21, -0.21, -0.17, -0.16, -0.14, 0.85, -0.07, 0.09, -0.65, -0.42, -0.23, -0.50, 0.01, 0.21, 0.21, 0.22, 0.24, 0.22, 0.22, 0.24, 0.23, 0.22],
  "total_charge": 0,
  "smiles": "C[C@H]1N(N=C=O)[C@]1(Cl)c1ccccc1",
  "e_homo_ev": -9.42
}


Relative calculated energies, zero for the most stable structure, unit eV: 1) 0.000; 2) 0.085.


1) {
  "formula": "C3H3BrF2O2",
  "method": "the ωB97M-V functional and the def2-TZVPD basis",
  "species": ["C", "C", "C", "O", "O", "F", "F", "Br", "H", "H", "H"],
  "coordinates": [[1.199, 0.591, -0.797], [-0.390, 0.258, -0.381], [-0.377, -1.068, 0.525], [1.600, 1.637, -0.467], [-1.101, 1.294, 0.152], [-1.704, -1.249, 0.792], [-0.002, -2.190, -0.083], [0.787, -0.887, 2.072], [1.699, -0.170, -1.396], [-0.969, 0.092, -1.370], [-0.744, 1.691, 0.952]],
  "nbo_charge": [0.42, -0.05, 0.61, -0.48, -0.68, -0.33, -0.32, 0.00, 0.13, 0.21, 0.49],
  "total_charge": 0,
  "smiles": "O=C[C@H](O)C(F)(F)Br",
  "e_homo_ev": -10.04
}


2) {
  "formula": "C3H3BrF2O2",
  "method": "the ωB97M-V functional and the def2-TZVPD basis",
  "species": ["C", "C", "C", "O", "O", "F", "F", "Br", "H", "H", "H"],
  "coordinates": [[1.426, -0.762, -0.426], [1.294, 0.061, 0.597], [-0.727, 1.130, 0.005], [0.279, 0.988, 0.792], [-1.603, -1.106, 0.254], [-1.698, 1.891, 0.424], [-0.622, 1.138, -1.303], [-3.275, -1.174, -0.101], [2.242, -1.458, -0.447], [0.723, -0.813, -1.240], [1.961, 0.104, 1.446]],
  "nbo_charge": [-0.40, 0.09, 1.20, -0.45, -0.90, -0.24, -0.26, 0.28, 0.23, 0.23, 0.21],
  "total_charge": 0,
  "e_homo_ev": [-8.16, -8.08]
}


Relative calculated energies, zero for the most stable structure, unit eV: 1) 0.000; 2) 4.032.


1) {
  "formula": "C4H13NO2",
  "method": "the ωB97M-V functional and the def2-TZVPD basis",
  "species": ["C", "N", "C", "C", "C", "O", "H", "H", "H", "H", "H", "H", "H", "H", "H", "H", "H", "H", "H", "O"],
  "coordinates": [[1.456, -1.305, -0.963], [0.883, -0.206, -0.194], [-0.435, 0.263, 0.123], [-0.489, 1.782, 0.395], [0.223, 2.177, 1.678], [1.622, 2.331, 1.512], [1.952, -1.998, -0.293], [2.154, -0.923, -1.712], [0.650, -1.834, -1.466], [1.610, 0.338, 0.240], [-0.707, -0.186, 1.095], [-1.197, -0.034, -0.596], [-1.529, 2.104, 0.350], [-0.006, 2.215, -0.488], [-0.251, 3.067, 2.106], [0.190, 1.357, 2.399], [1.921, 2.884, 0.779], [-2.059, -4.018, -1.146], [-3.138, -4.345, -2.228], [-2.851, -3.671, -1.592]],
  "lowdin_spin": [0.15, 0.00, 0.05, 0.02, 0.02, 0.01, 0.02, 0.02, 0.05, 0.00, 0.01, 0.02, 0.00, 0.00, 0.00, 0.00, 0.00, 0.13, 0.10, 0.37],
  "s2": 0.75,
  "total_charge": -1,
  "e_homo_ev": [1.24, -4.79],
  "spin_multiplicity": 2
}


2) {
  "formula": "C4H13NO2",
  "method": "the ωB97M-V functional and the def2-TZVPD basis",
  "species": ["C", "N", "C", "C", "C", "O", "H", "H", "H", "H", "H", "H", "H", "H", "H", "H", "H", "H", "H", "O"],
  "coordinates": [[-0.834, 0.157, 2.099], [-0.712, 0.398, 0.669], [-0.738, -2.147, -0.047], [-0.235, -0.735, -0.184], [1.269, -0.562, -0.414], [1.531, -0.469, -1.784], [-0.937, 1.083, 2.607], [0.063, -0.360, 2.504], [-1.795, -0.417, 2.318], [-1.641, 0.809, 0.366], [-1.129, -2.541, -1.021], [-1.576, -2.189, 0.637], [0.087, -2.832, 0.313], [-0.601, -0.400, -1.217], [1.628, 0.161, 0.281], [1.794, -1.434, -0.030], [2.493, -0.340, -1.845], [-0.311, 2.117, -0.132], [-0.081, 3.481, 0.279], [-0.254, 2.944, -0.524]],
  "lowdin_spin": [0.30, 0.02, 0.08, 0.04, 0.10, 0.03, 0.07, 0.05, 0.05, 0.04, 0.01, 0.02, 0.02, 0.01, 0.04, 0.02, 0.01, 0.01, 0.03, 0.06],
  "s2": 0.75,
  "total_charge": -1,
  "e_homo_ev": [1.21, -5.47],
  "spin_multiplicity": 2
}


Relative calculated energies, zero for the most stable structure, unit eV: 1) 0.000; 2) 0.152.